Entry 1:
12
Properties=species:S:1:pos:R:3:nbo_charge:R:1 method="wB97M-V/def2-TZVPD" lumo_ev="-8.370 / -8.370" total_energy_ha=-248.437464 total_charge=+1
N 0.294 -1.321 0.045 -0.298
C 1.718 0.744 -0.007 -0.408
C 1.863 -0.642 0.032 0.356
C -1.886 -0.366 0.097 -0.683
C 0.336 1.004 -0.100 0.188
C -0.452 -0.292 -0.171 0.176
H 2.567 1.410 0.061 0.296
H -2.181 0.442 0.832 0.262
H 2.688 -1.394 -0.126 0.274
H -2.599 -0.218 -0.953 0.284
H -0.240 1.973 -0.281 0.273
H -2.108 -1.339 0.572 0.280

***

Entry 2:
65
Properties=species:S:1:pos:R:3:lowdin_spin:R:1 method="wB97M-V/def2-TZVPD" s2=0.78 lumo_ev="3.723 / 3.723" total_energy_ha=-4820.559105 spin_multiplicity=2 total_charge=-2
Co 0.198 1.550 0.559 1.036
Cl 4.444 1.767 6.545 0.000
S 0.758 -7.471 -1.157 0.000
P -0.937 0.268 -2.867 0.002
P -2.779 1.653 -0.863 0.000
Si 0.203 3.910 0.533 -0.041
O 2.094 1.607 0.682 -0.003
O -0.139 1.485 -2.630 0.013
O -1.780 1.463 0.232 -0.007
O -1.311 0.029 -4.408 0.000
O -2.407 2.913 -1.806 0.000
O -3.553 0.467 -3.111 0.000
O -4.239 1.694 -0.583 -0.001
O -0.168 -1.083 -2.537 0.000
O 0.069 1.603 2.669 0.027
O -0.871 -8.730 -2.764 0.000
C 0.471 -2.964 -0.352 0.000
C -0.286 -7.689 -2.610 0.000
C 3.442 1.653 4.027 -0.001
C 2.419 1.624 3.061 -0.001
C -0.566 -5.160 -0.431 0.000
C -0.279 -6.582 -3.632 0.000
C 1.811 1.788 5.798 -0.001
C 0.311 -0.363 0.139 0.003
C -1.333 4.602 1.458 -0.009
C -2.872 -1.095 -1.370 0.000
C -0.647 -3.800 -0.191 0.000
C 3.144 1.734 5.357 -0.001
C 1.675 -3.552 -0.773 0.000
C 0.792 1.746 4.887 0.002
C 2.806 1.603 1.687 -0.005
C -2.589 0.231 -2.054 0.000
C 0.250 4.993 -1.066 -0.006
C 1.028 1.651 3.472 0.001
C 1.756 -4.911 -1.019 0.000
C 0.637 -5.722 -0.848 0.000
C 0.386 -1.568 -0.091 0.001
C 1.674 4.710 1.500 -0.008
H -2.167 -1.236 -0.547 0.000
H -1.580 -3.360 0.135 0.000
H 1.599 1.865 6.857 0.000
H -3.885 -1.066 -0.965 0.000
H -2.242 0.297 -4.509 0.000
H 0.579 6.005 -0.803 -0.001
H 2.619 4.569 0.962 0.000
H 2.542 -2.921 -0.911 0.000
H -2.780 -1.927 -2.072 0.000
H 0.632 -6.669 -4.226 0.000
H 2.685 -5.359 -1.350 0.000
H -2.230 4.073 1.135 0.000
H -1.454 2.851 -2.010 0.000
H -0.284 -5.598 -3.169 0.000
H 0.932 4.592 -1.821 0.000
H 4.475 1.614 3.698 0.000
H -1.144 -6.693 -4.284 0.000
H -1.435 -5.793 -0.301 0.000
H -0.742 5.075 -1.518 0.000
H 0.235 -1.000 -1.651 0.000
H 1.512 5.789 1.612 -0.002
H -1.233 4.457 2.537 0.000
H -0.238 1.779 5.216 0.000
H 1.798 4.283 2.499 0.000
H -4.224 1.047 -2.710 0.000
H -1.473 5.672 1.257 -0.002
H 3.892 1.599 1.492 0.000

***

Entry 3:
22
Properties=species:S:1:pos:R:3:nbo_charge:R:1 method="wB97M-V/def2-TZVPD" lumo_ev="0.870 / 0.872" total_energy_ha=-383.474133
O -1.930 -0.316 -0.343 -0.700
N 0.149 -1.826 0.743 -0.805
N -0.458 1.247 -1.312 -0.893
C 0.351 -0.653 0.084 0.081
C 1.140 1.453 2.043 -0.644
C -0.209 0.972 1.575 -0.539
C -0.645 0.044 -0.593 0.587
C -0.092 -1.359 -2.298 -0.885
H 1.650 2.046 1.275 0.189
H 1.080 2.094 2.933 0.201
H -0.904 1.780 1.347 0.173
H 1.372 -0.355 -0.098 0.230
H 0.231 1.128 -2.042 0.398
H -0.229 2.026 -0.708 0.382
H -0.529 -2.304 -1.987 0.182
H 0.891 -2.504 0.728 0.396
H -0.696 0.257 2.231 0.188
H 0.962 -1.453 -2.558 0.177
H -0.786 -2.203 0.723 0.402
H -2.483 0.208 -0.936 0.500
H -0.661 -0.897 -3.104 0.184
H 1.794 0.615 2.299 0.197

***

Entry 4:
101
Properties=species:S:1:pos:R:3:lowdin_charge:R:1 method="wB97M-V/def2-TZVPD" lumo_ev=2.220 total_energy_ha=-5576.713210 total_charge=-1
Se -2.063 -2.957 -1.461 0.541
Ca -0.781 0.509 -0.766 0.942
P 2.104 0.849 -1.290 1.062
Si -0.650 0.397 1.974 0.759
N -5.416 -0.028 -1.469 0.119
N -0.260 -7.263 -1.184 0.021
N -7.257 -1.144 -0.746 0.146
N -5.188 -2.194 -0.635 0.179
N -3.081 0.549 -1.878 0.087
C 0.746 -1.684 -4.883 -0.087
C 1.534 -1.448 1.752 -0.135
C -0.526 -2.444 2.578 -0.134
C 1.607 -0.079 -2.783 -0.419
C -0.006 5.481 -1.892 -0.058
C 2.446 5.335 -2.141 -0.047
C 1.764 1.954 2.406 -0.131
C -1.365 -4.706 -1.346 -0.722
C -1.200 4.826 -1.761 -0.100
C -0.119 2.622 -1.642 -0.261
C -5.905 -1.114 -0.951 -0.506
C -0.644 -6.744 -2.343 -0.191
C -3.315 -0.687 1.872 -0.144
C -2.710 0.080 4.142 -0.105
C 4.501 0.401 0.013 -0.100
C 0.341 -1.190 2.674 -0.643
C 5.929 -0.545 -2.147 -0.089
C 0.658 -0.305 -4.978 -0.080
C 4.612 -0.155 -2.314 -0.089
C 6.535 -0.469 -0.904 -0.099
C 0.261 2.037 2.668 -0.637
C 1.073 0.499 -3.929 -0.081
C 1.109 3.321 -1.805 -0.253
C 3.881 0.330 -1.233 -0.361
C 0.046 2.358 4.151 -0.108
C 3.586 4.582 -2.192 -0.092
C -0.440 -6.517 -0.102 -0.182
C 1.186 4.735 -1.946 -0.183
C 1.677 -1.470 -2.688 -0.123
C -4.165 0.196 -1.686 -0.365
C -1.248 3.427 -1.647 -0.176
C -0.985 -5.252 -0.123 -0.134
C 0.856 -1.102 4.112 -0.109
C -2.528 0.369 2.651 -0.654
C 3.532 3.195 -1.994 -0.078
C -0.203 3.251 1.859 -0.122
C -1.199 -5.490 -2.485 -0.152
C 1.250 -2.269 -3.731 -0.086
C 2.319 2.576 -1.811 -0.314
C 5.816 0.008 0.178 -0.086
C -3.199 1.705 2.335 -0.126
H 1.326 -2.045 4.406 0.075
H 1.934 1.777 1.345 0.024
H -2.195 0.809 4.761 0.057
H 4.148 -0.215 -3.291 0.109
H -4.381 -0.611 2.105 0.075
H 0.076 -3.335 2.774 0.080
H 2.218 -0.606 1.720 0.035
H 2.093 -2.323 2.092 0.082
H -2.324 -0.903 4.393 0.055
H 6.489 -0.912 -2.995 0.098
H 4.547 5.049 -2.371 0.095
H 7.566 -0.768 -0.783 0.096
H -3.052 1.966 1.285 0.063
H 2.497 6.410 -2.261 0.103
H 0.320 1.528 4.795 0.058
H 0.645 3.223 4.452 0.074
H 3.942 0.781 0.856 0.083
H 2.085 -1.919 -1.788 0.109
H -3.191 -0.550 0.798 0.021
H -4.214 -2.276 -0.929 -0.081
H 1.299 -3.346 -3.642 0.104
H -1.112 -4.679 0.782 0.070
H 4.452 2.626 -1.977 0.094
H 1.602 -0.321 4.227 0.054
H -1.333 -2.432 3.306 0.060
H -4.276 1.649 2.518 0.076
H -7.613 -1.795 -0.067 0.096
H -5.621 -3.032 -0.291 0.111
H -0.946 -2.532 1.578 0.031
H -2.124 5.392 -1.731 0.093
H -0.996 2.604 4.342 0.056
H -3.769 0.099 4.417 0.074
H 0.022 3.116 0.802 0.042
H 0.997 1.576 -4.002 0.103
H 0.427 -2.306 -5.708 0.099
H -0.485 -7.380 -3.208 0.091
H -2.231 2.971 -1.541 0.056
H 6.279 0.066 1.152 0.100
H -0.117 -6.967 0.832 0.095
H 0.266 0.148 -5.878 0.100
H -2.995 -1.692 2.126 0.056
H 2.246 1.170 2.981 0.055
H -1.267 3.436 1.959 0.054
H -1.494 -5.108 -3.451 0.083
H 1.190 -1.645 0.735 0.052
H -2.806 2.505 2.957 0.057
H -7.704 -0.242 -0.779 0.101
H 2.250 2.899 2.664 0.083
H 0.047 -0.902 4.810 0.063
H 0.042 6.562 -1.955 0.101
H 0.321 4.146 2.204 0.083

***

Entry 5:
8
Properties=species:S:1:pos:R:3:nbo_charge:R:1 method="wB97M-V/def2-TZVPD" smiles="O=CCN=O" lumo_ev=-0.551 total_energy_ha=-283.120122
O 0.272 -1.836 -0.141 -0.470
O 1.856 0.542 -0.088 -0.245
N 0.860 1.211 -0.068 0.181
C -0.331 0.444 0.346 -0.449
C -0.392 -0.844 -0.351 0.417
H -1.184 0.993 0.227 0.215
H -1.040 -0.742 -1.243 0.102
H -0.042 0.232 1.318 0.248

***

Entry 6:
64
Properties=species:S:1:pos:R:3:nbo_charge:R:1 method="wB97M-V/def2-TZVPD" lumo_ev=-0.563 total_energy_ha=-9392.067933
Cl 4.438 -1.570 1.216 -0.031
Cl 4.428 -5.530 0.393 -0.036
Cl 7.119 -5.859 -0.692 -0.015
Cl -2.767 3.564 -2.751 -0.002
Cl -8.329 0.238 7.355 -0.026
Cl -0.414 5.140 -3.461 -0.035
Cl 9.091 -0.770 -2.132 -0.026
Cl 4.653 3.394 -2.483 -0.028
Cl 7.130 1.250 1.934 -0.028
Cl 6.408 -0.425 -1.034 -0.021
Cl -5.742 1.338 6.566 -0.025
Cl 6.103 -0.584 3.959 -0.018
Cl -3.390 -2.833 -5.665 -0.024
Cl -3.975 -0.303 -4.334 -0.019
Cl 1.561 -1.753 0.754 0.001
Cl -1.544 -2.419 -2.574 -0.026
Cl 2.089 2.252 -1.666 0.006
Cl -2.130 -1.994 0.255 -0.002
F -6.561 0.946 2.974 -0.334
F -6.568 2.012 0.967 -0.302
F -6.800 -0.190 1.066 -0.337
N -2.705 -0.609 2.511 -0.363
N -3.970 1.323 0.544 -0.351
C -2.166 4.971 -3.636 -0.392
C -7.430 1.099 6.100 -0.396
C 7.094 0.847 3.654 -0.396
C -4.612 0.648 1.536 0.055
C -4.660 -1.739 -5.102 -0.397
C -1.906 -3.198 -1.029 -0.400
C -1.753 1.564 -0.499 -0.223
C 2.962 3.132 -2.930 -0.391
C 5.762 -4.750 -0.472 -0.400
C -1.995 0.017 1.498 0.069
C -4.028 -0.301 2.508 0.003
C -0.347 1.278 -0.623 -0.206
C 3.045 -2.655 1.119 -0.406
C -2.640 0.955 0.563 0.215
C -6.165 0.905 1.654 0.962
C -0.512 -0.298 1.402 -0.199
C 0.300 0.318 0.367 -0.255
C 7.737 0.344 -1.908 -0.400
H -1.079 -3.851 -0.760 0.220
H -5.281 -2.262 -4.380 0.221
H 2.926 2.553 -3.849 0.225
H 5.408 -4.427 -1.448 0.224
H 6.677 1.688 4.203 0.223
H -5.261 -1.431 -5.953 0.221
H -2.199 2.281 -1.245 0.217
H -2.647 5.864 -3.246 0.227
H -7.463 0.519 5.182 0.227
H -7.891 2.070 5.939 0.222
H 2.484 4.096 -3.080 0.224
H 2.926 -3.164 2.072 0.222
H 8.079 1.206 -1.341 0.221
H 0.311 1.716 -1.436 0.225
H 7.378 0.663 -2.884 0.222
H 6.099 -3.889 0.102 0.235
H 3.221 -3.384 0.333 0.226
H -4.702 -0.774 3.268 0.225
H -0.089 -1.009 2.151 0.254
H -2.405 4.852 -4.690 0.225
H 8.109 0.652 3.992 0.222
H 1.409 0.056 0.296 0.253
H -2.818 -3.781 -1.132 0.218

***

Entry 7:
67
Properties=species:S:1:pos:R:3:nbo_charge:R:1 method="wB97M-V/def2-TZVPD" lumo_ev=-6.201 total_energy_ha=-5266.892284 total_charge=+2
Te -0.279 3.623 1.763 0.603
Pd 0.512 -0.162 0.120 1.032
Br -4.498 -0.972 5.569 0.141
P -0.700 2.881 -0.562 2.156
P 1.758 -3.048 -1.483 0.777
O -2.044 3.520 -1.019 -0.841
O 0.388 1.817 2.318 -0.763
O -0.699 1.391 -0.575 -1.102
O -0.625 -0.097 1.810 -0.590
O 0.359 3.519 -1.510 -0.844
N 2.715 -3.480 1.136 -0.298
N 1.654 -1.587 0.922 -0.444
N 2.811 -1.046 -3.131 -0.298
N -0.748 -4.055 -2.211 -0.315
N 1.684 -0.208 -1.461 -0.444
N -1.614 1.919 5.969 -0.379
N -0.870 -2.161 -1.064 -0.491
C -2.068 -3.732 -2.112 -0.051
C 0.282 5.939 -1.018 -0.653
C 2.031 -2.689 0.283 0.094
C -3.038 0.150 5.209 -0.146
C 2.105 -1.671 2.210 -0.066
C 3.437 -2.000 -4.047 -0.409
C 2.767 -2.852 2.350 -0.041
C -2.645 1.104 6.152 0.077
C 0.259 4.872 -2.084 -0.056
C -2.341 0.054 4.026 -0.130
C 2.888 0.314 -3.238 -0.047
C -0.054 -3.076 -1.563 0.018
C 3.306 -4.782 0.829 -0.409
C -1.270 0.927 3.829 -0.251
C 2.183 0.831 -2.196 -0.068
C -0.209 -5.227 -2.891 -0.408
C 2.071 -1.343 -2.043 0.092
C -2.125 -2.561 -1.402 -0.075
C -0.938 1.832 4.834 0.082
C -0.497 0.862 2.584 0.838
C -3.372 3.121 -0.525 -0.057
C -4.005 4.269 0.215 -0.640
H -0.619 5.906 -0.396 0.200
H 1.125 4.936 -2.736 0.215
H 3.934 -1.438 -4.832 0.240
H 3.265 -3.290 3.197 0.249
H 0.293 6.918 -1.498 0.259
H -3.189 1.200 7.084 0.229
H -3.438 4.534 1.108 0.211
H -3.001 -2.002 -1.120 0.223
H -3.925 2.860 -1.422 0.217
H 4.115 -4.668 0.111 0.230
H -2.834 -4.352 -2.544 0.238
H -1.040 -5.832 -3.243 0.239
H -5.007 3.978 0.531 0.246
H -0.082 2.491 4.729 0.206
H -0.647 4.901 -2.683 0.210
H -3.255 2.228 0.089 0.192
H -2.611 -0.668 3.268 0.252
H 0.390 -5.824 -2.207 0.220
H 0.394 -4.932 -3.747 0.218
H -4.095 5.143 -0.429 0.233
H 2.007 1.857 -1.932 0.246
H 1.942 -0.894 2.935 0.236
H 3.701 -5.202 1.749 0.241
H 4.170 -2.604 -3.519 0.230
H 2.549 -5.454 0.433 0.226
H 2.682 -2.640 -4.498 0.225
H 3.433 0.791 -4.033 0.247
H 1.171 5.860 -0.393 0.230

***

Entry 8:
46
Properties=species:S:1:pos:R:3:nbo_charge:R:1 method="wB97M-V/def2-TZVPD" lumo_ev=-2.847 total_energy_ha=-2599.288689
S -0.533 -0.096 -1.895 2.127
S 0.962 1.136 -0.186 2.168
F -0.691 -2.755 -1.313 -0.334
F 0.432 -2.205 -3.227 -0.315
F 1.449 -0.023 2.214 -0.331
F 1.380 -1.998 -1.188 -0.300
F 0.127 1.690 2.410 -0.339
F 2.290 2.042 1.994 -0.305
O 3.651 7.182 6.370 -0.934
O -5.237 -6.578 -0.092 -0.936
O 2.194 0.477 -0.642 -0.920
O 2.558 7.710 -2.298 -0.940
O 5.147 -3.559 1.466 -0.941
O -2.316 6.444 6.816 -0.933
O -3.392 -4.343 -8.286 -0.940
O -5.840 -3.275 -4.854 -0.941
O 0.217 0.651 -2.889 -0.876
O 0.647 2.466 -0.695 -0.929
O 4.327 3.497 -4.660 -0.936
O -2.259 -1.475 4.343 -0.966
O -1.952 -0.267 -2.180 -0.944
O 1.202 -4.999 3.466 -0.931
N -0.322 0.303 -0.237 -1.224
C 1.229 1.246 1.783 0.762
C 0.229 -1.911 -1.902 0.765
Li -3.611 0.281 1.625 0.993
H -2.859 -3.555 -8.397 0.470
H 5.258 -3.094 0.637 0.472
H 3.486 3.223 -5.025 0.471
H 2.552 6.839 -2.696 0.473
H -4.544 -6.240 -0.659 0.470
H -2.837 6.561 7.610 0.468
H -4.786 -7.172 0.508 0.466
H 1.742 -4.683 4.191 0.469
H -5.253 -3.558 -5.555 0.475
H 3.123 6.606 6.923 0.465
H 3.409 7.770 -1.865 0.466
H -3.081 -4.940 -8.966 0.470
H 4.202 -3.697 1.539 0.469
H 3.332 7.019 5.482 0.469
H 4.976 2.981 -5.138 0.465
H -1.808 5.649 6.977 0.465
H -5.378 -2.549 -4.434 0.466
H -1.319 -1.517 4.165 0.485
H -2.426 -2.217 4.925 0.482
H 0.321 -5.064 3.833 0.462

***

Entry 9:
54
Properties=species:S:1:pos:R:3:nbo_charge:R:1 method="wB97M-V/def2-TZVPD" smiles="COc1ccc(/C=C/C(=O)Nc2c(C)nn(C)c2C)cc1COc1ccc(Br)cc1" lumo_ev=0.152 total_energy_ha=-3854.831522
Br -7.140 4.253 6.855 0.039
O 1.196 -3.197 -0.861 -0.624
O -2.468 4.293 0.244 -0.505
O -3.131 2.629 2.661 -0.509
N 4.028 -5.707 -2.939 -0.277
N 5.163 -5.079 -2.633 -0.158
N 2.905 -2.390 -2.126 -0.600
C 4.949 -3.792 -2.277 0.143
C 6.048 -2.869 -1.894 -0.649
C 1.760 -2.259 -1.394 0.642
C 0.170 -0.586 -0.613 -0.098
C 1.273 -0.868 -1.317 -0.314
C -1.620 0.784 0.352 -0.087
C -0.459 0.704 -0.424 -0.147
C -3.653 3.593 4.716 -0.268
C -1.995 5.513 -0.275 -0.253
C 6.416 -5.771 -2.696 -0.407
C -1.764 3.160 -0.002 0.407
C -4.546 3.974 5.693 -0.218
C -0.606 3.094 -0.771 -0.311
C 1.634 -5.186 -3.076 -0.651
C -3.509 2.058 1.418 -0.089
C -5.456 2.713 3.387 -0.323
C -4.095 2.960 3.550 0.390
C -5.897 3.724 5.510 -0.109
C -6.354 3.097 4.368 -0.205
C 3.047 -4.834 -2.793 0.148
C -2.274 1.979 0.563 -0.134
C 0.032 1.887 -0.976 -0.150
C 3.579 -3.594 -2.370 0.017
H -2.702 6.269 0.063 0.205
H 1.026 -4.991 -2.195 0.256
H -0.314 -1.424 -0.127 0.229
H -0.192 3.985 -1.217 0.219
H -2.017 -0.117 0.796 0.207
H 6.658 -3.307 -1.104 0.227
H 0.927 1.871 -1.578 0.209
H -7.408 2.904 4.238 0.227
H 1.249 -4.576 -3.893 0.213
H 6.699 -2.661 -2.745 0.221
H 1.836 -0.111 -1.844 0.188
H -2.596 3.774 4.831 0.227
H 1.573 -6.235 -3.348 0.226
H -4.199 4.462 6.591 0.229
H -1.973 5.503 -1.370 0.177
H 5.638 -1.930 -1.530 0.224
H -4.254 2.697 0.926 0.195
H 7.097 -5.278 -3.393 0.200
H 3.382 -1.551 -2.419 0.394
H -5.832 2.219 2.506 0.223
H 6.211 -6.782 -3.042 0.240
H -3.929 1.056 1.575 0.184
H 6.886 -5.815 -1.711 0.201
H -0.999 5.754 0.109 0.179

***

Entry 10:
12
Properties=species:S:1:pos:R:3:nbo_charge:R:1 method="wB97M-V/def2-TZVPD" smiles="FC(F)(F)C1=CCSS1" lumo_ev=0.502 total_energy_ha=-1250.171849
S 0.906 2.662 -0.417 0.208
S -0.374 2.235 1.112 0.079
F -0.541 1.961 -3.555 -0.343
F 0.768 0.233 -3.472 -0.287
F 1.512 2.347 -3.337 -0.320
C 0.208 1.515 -1.511 -0.284
C 0.582 1.425 -2.972 0.970
C -1.103 0.695 0.334 -0.513
C -0.681 0.628 -1.093 -0.195
H -0.879 -0.207 0.828 0.220
H -2.178 0.772 0.361 0.230
H -0.982 -0.178 -1.740 0.236